The following is a DFT calculation (wB97M-V/def2-TZVPD) of a 6-piece molecular cluster, C28H65BrN3O15P2 overall.

The gap between HOMO and LUMO comes out at 0.2131 Ha. The LUMO energy is -4.342 eV. The calculation puts the total energy at -5654.68233 hartree. The charge is +1.

Cartesian coordinates (Å):
C -5.35631 -1.85736 6.30828
C -4.90014 -3.31269 5.64521
C -4.10005 -3.13839 4.20625
O -5.06394 -2.54633 3.26127
C -5.11936 -3.29403 1.99552
C -6.50872 -3.96381 1.43986
P -8.04194 -3.76700 2.56135
P -8.99086 -1.91164 1.92089
O -7.89288 -0.92493 1.32447
O -10.20529 -2.33103 0.74487
O -9.64309 -1.08796 3.34565
N -6.29787 -4.63064 0.09777
N -7.27344 -5.27114 -0.65053
C -4.81706 -4.40356 -0.15266
N -4.07229 -3.63344 0.95783
C -2.60400 -3.26641 1.04397
C -2.29721 -1.69592 0.65474
O -1.24782 -1.47212 -0.16238
Br -3.46617 -0.21274 1.38312
H -5.53056 -1.97832 7.47677
H -6.35841 -1.48301 5.80399
H -4.46065 -1.11010 6.16368
H -4.16404 -3.79887 6.41978
H -5.80957 -4.04158 5.53330
H -3.62061 -4.14342 3.81000
H -3.26261 -2.30767 4.38236
H -8.86928 -4.93264 2.31080
H -10.52499 -1.47307 0.30870
H -8.81913 -0.63355 3.73108
H -7.34354 -6.24574 -0.27922
H -8.16111 -4.73313 -0.54379
H -4.23681 -4.77047 -1.11921
H -2.10829 -3.50490 2.09256
H -2.03287 -3.95507 0.25828
C 1.46127 -0.10147 -1.08343
O 2.36606 -0.26232 -2.17275
C 3.52879 0.56109 -2.03796
C 4.72512 -0.24487 -1.52007
O 4.50449 -0.69837 -0.18030
C 4.10853 -2.06406 -0.13266
H 0.74541 -0.92771 -1.10869
H 1.97377 -0.11771 -0.11956
H 0.91654 0.83997 -1.19551
H 3.32310 1.42208 -1.39102
H 3.76752 0.94016 -3.03559
H 5.60381 0.40799 -1.49627
H 4.95122 -1.08692 -2.18499
H 4.97890 -2.70505 -0.30190
H 3.33493 -2.29537 -0.86761
H 3.71071 -2.27046 0.86399
C 0.00752 7.07801 -0.41099
O 0.36684 6.15964 -1.43987
C 1.55723 5.43053 -1.12443
C 1.22951 4.02351 -0.61272
O 0.54960 4.07435 0.64604
C -0.85403 3.88777 0.50755
H -1.02312 7.39967 -0.58441
H 0.06592 6.62527 0.58077
H 0.66178 7.95296 -0.45592
H 2.17044 5.98077 -0.40100
H 2.13058 5.34123 -2.05138
H 2.16741 3.48300 -0.44817
H 0.64401 3.46180 -1.35025
H -1.06846 2.82921 0.33274
H -1.27157 4.48511 -0.30543
H -1.33348 4.19216 1.44117
C 2.62839 10.17302 -1.45076
O 3.42144 9.77284 -0.33629
C 4.36348 8.75175 -0.67990
C 5.76578 9.33451 -0.88713
O 5.80606 10.19621 -2.02958
C 5.75262 11.57137 -1.66869
H 2.13036 11.11266 -1.19620
H 3.23191 10.33344 -2.34630
H 1.86721 9.41382 -1.65029
H 4.03127 8.19796 -1.56595
H 4.39554 8.05270 0.16048
H 6.46193 8.51214 -1.08193
H 6.11124 9.86038 0.01086
H 6.72637 11.88817 -1.28330
H 4.98063 11.77278 -0.92333
H 5.52595 12.15215 -2.56618
C 2.86452 -3.67807 -5.80216
O 1.96718 -2.58048 -5.65653
C 2.54224 -1.50579 -4.90654
C 3.03936 -0.38676 -5.82828
O 4.13596 -0.82820 -6.63570
C 3.73159 -1.15671 -7.95961
H 2.47760 -4.33428 -6.58666
H 3.86687 -3.35252 -6.08725
H 2.91185 -4.23947 -4.86505
H 3.34801 -1.87077 -4.25873
H 1.75126 -1.10612 -4.26578
H 3.40872 0.43828 -5.21040
H 2.22573 0.00062 -6.45296
H 3.56365 -0.23882 -8.53089
H 2.82729 -1.76835 -7.97517
H 4.53835 -1.72105 -8.43375
C -0.32600 -6.36976 2.09012
O -0.64310 -5.96615 3.41966
C -0.54078 -7.04609 4.35313
C 0.77569 -6.98336 5.13540
O 1.90030 -7.20252 4.27718
C 2.54963 -5.98802 3.92008
H -0.16614 -5.47055 1.48876
H 0.58063 -6.97681 2.05166
H -1.16386 -6.93135 1.66800
H -0.65256 -8.01137 3.84531
H -1.37136 -6.93849 5.05634
H 0.77986 -7.78642 5.87968
H 0.87218 -6.03076 5.66975
H 3.14860 -5.63009 4.76280
H 1.84074 -5.21385 3.61968
H 3.21636 -6.19107 3.07841

The following is a DFT calculation (wB97M-V/def2-TZVPD) of C12H13N6PtS as an isolated structure.

The gap between HOMO and LUMO comes out at 0.2660 Ha. The LUMO energy is -3.843 eV. The calculation puts the total energy at -1310.97265 hartree. The charge is +1.

Cartesian coordinates (Å):
Pt -0.03401 0.50821 0.63071
N -3.43480 -0.87066 2.76642
C -2.27712 -0.68068 2.13318
S -2.30583 0.25004 0.64486
N -1.20511 -1.25694 2.64345
N -0.07774 -0.92064 1.98464
C 1.05093 -1.41737 2.35714
C 2.23207 -0.93050 1.67334
C 3.51353 -1.37558 1.95887
C 4.57101 -0.91377 1.19571
C 4.31939 -0.04210 0.14931
C 3.01878 0.37051 -0.07557
N 2.00064 -0.02754 0.68782
H -4.29585 -0.54156 2.36858
H -3.46027 -1.47633 3.57017
H 1.08316 -2.15398 3.14855
H 3.66613 -2.09485 2.75092
H 5.57775 -1.25240 1.39827
H 5.11288 0.32032 -0.48746
H 2.77151 1.03135 -0.89335
N 0.07468 6.64465 -0.60147
C 0.06506 5.31486 -0.39908
C 1.25097 4.56417 -0.35528
C 1.18644 3.20964 -0.16628
N 0.04189 2.52422 -0.00662
C -1.09772 3.24834 -0.02985
C -1.13120 4.60420 -0.21334
H 0.93256 7.14124 -0.75891
H -0.78146 7.16632 -0.65225
H 2.21544 5.03967 -0.46720
H 2.10066 2.64270 -0.12900
H -2.01433 2.69733 0.10789
H -2.08514 5.11312 -0.21295

The following is a DFT calculation (wB97M-V/def2-TZVPD) of an isolated ion of composition C4H9ClN and charge +1.

Its energy above the lowest of the compared OMol25 structures with the same formula, charge and spin is 74.3 kcal/mol. The gap between HOMO and LUMO (alpha / beta) comes out at 0.2791 / 0.3501 Ha. The LUMO energy (alpha / beta) is -5.020 / -4.603 eV. The calculation puts the total energy at -672.34783 hartree. The charge is +1.

Cartesian coordinates (Å):
C -0.19615 -0.97488 -0.00612
C -1.48120 0.83371 -0.79581
C 0.75901 0.19718 0.22571
C 1.41291 0.49237 1.46776
N -0.97682 -0.52393 -1.15971
Cl 1.63320 0.62312 -1.18289
H 0.33155 -2.04027 -0.17743
H -0.86408 -1.11562 0.86281
H -2.31039 0.72374 -0.13794
H -1.04654 1.79473 -1.09454
H 1.54827 -0.41043 2.04582
H 0.92720 1.26007 2.14875
H 2.49603 0.86981 1.13900
H -0.34989 -0.68011 -1.98738
H -1.88309 -1.04949 -1.34802

The following is a DFT calculation (wB97M-V/def2-TZVPD) of C32H28ClN5NaO4S2 as an isolated structure.

The gap between HOMO and LUMO comes out at 0.2513 Ha. The LUMO energy is 2.089 eV. The calculation puts the total energy at -3230.03095 hartree. The charge is -1.

Cartesian coordinates (Å):
Na 0.60261 0.27014 -0.40171
O -0.20304 2.94535 3.04438
C -0.66952 4.03673 2.41111
C -0.81968 5.22179 3.13680
C -1.33200 6.34930 2.52814
C -1.70281 6.31983 1.18638
C -1.54444 5.14811 0.46950
C -1.02408 3.99726 1.05887
C -0.82822 2.72519 0.29490
O -0.32925 1.74026 0.92698
N -1.18750 2.76274 -0.96743
N -0.91112 1.56694 -1.64923
C -1.45579 1.55991 -2.79738
S -1.23261 0.19546 -3.88807
C -2.73674 0.55410 -4.83009
C -2.81952 2.06108 -5.00019
S -2.53253 2.84341 -3.38264
H -0.26608 2.22508 2.35934
H -0.53461 5.21955 4.18112
H -1.44752 7.26161 3.10263
H -2.10451 7.20208 0.70483
H -1.80944 5.09346 -0.57773
H -3.61182 0.18136 -4.29345
H -2.66948 0.04249 -5.79067
H -3.80439 2.36071 -5.36055
H -2.07151 2.39935 -5.71931
Cl 4.84158 -4.59640 -4.25633
C 3.69460 -3.72413 -3.26372
C 2.84340 -4.43975 -2.40705
C 1.93383 -3.78546 -1.63125
C 1.77739 -2.35098 -1.64968
O 0.88152 -1.79297 -0.97067
C 2.70751 -1.65082 -2.50718
C 2.79184 -0.21481 -2.60249
O 2.22352 0.62852 -1.92159
C 3.62389 -2.36118 -3.30695
H 2.91733 -5.52007 -2.37103
H 1.27581 -4.33796 -0.97182
H 3.48671 0.13182 -3.39833
H 4.28750 -1.80431 -3.95926
N -0.71759 -1.29307 2.34945
C 0.19081 -1.19849 3.35867
C -0.13905 -1.43790 4.68055
C 0.83706 -1.42528 5.68842
C 2.15303 -1.18644 5.40665
C 2.52922 -0.90773 4.07269
C 3.86531 -0.62530 3.70212
C 4.15882 -0.33733 2.40162
C 3.10262 -0.30241 1.46486
N 1.85787 -0.54920 1.76916
C 1.55747 -0.88353 3.04863
H -1.68119 -1.10600 2.56489
H -0.44103 -0.97818 1.43352
H -1.16808 -1.66324 4.93339
H 0.52694 -1.62282 6.70754
H 2.90833 -1.19444 6.18246
H 4.63779 -0.63958 4.46234
H 5.16714 -0.11971 2.07752
H 3.30835 -0.04553 0.42930
C -5.04765 -2.97792 -2.87638
C -4.02749 -2.29291 -2.01544
C -4.11306 -0.93844 -1.72246
C -3.14358 -0.35318 -0.92244
N -2.11642 -1.01904 -0.40473
C -2.03989 -2.32002 -0.67321
C -2.95963 -2.99089 -1.46566
H -5.60031 -2.26012 -3.48213
H -5.76898 -3.52278 -2.26340
H -4.57489 -3.69885 -3.54395
H -4.91883 -0.33211 -2.11917
H -3.17859 0.70971 -0.70466
H -1.17715 -2.83202 -0.26474
H -2.82028 -4.04663 -1.66502

The following is a DFT calculation (wB97M-V/def2-TZVPD) of C38H35N8P2PbSSe2 as an isolated structure.

The gap between HOMO and LUMO (alpha / beta) comes out at 0.2317 / 0.1915 Ha. The LUMO energy (alpha / beta) is -9.334 / -10.585 eV. The calculation puts the total energy at -7982.85787 hartree. The charge is +3.

Cartesian coordinates (Å):
Pb 2.72888 0.67901 -0.33577
C 7.21021 1.33636 2.10347
N 6.14117 2.33248 1.97320
C 5.89094 3.34598 2.86879
C 4.85918 4.06870 2.38167
N 4.50028 3.49885 1.17228
C 5.29843 2.42972 0.93557
S 5.35171 1.40558 -0.43619
C 3.50452 4.05799 0.31004
C 3.47423 5.42796 0.13480
C 2.48185 5.95918 -0.67443
C 1.57867 5.10109 -1.27942
C 1.70249 3.74329 -1.05542
N 2.64818 3.21924 -0.26269
H 7.66939 1.47310 3.07834
H 7.95336 1.48665 1.32389
H 6.78411 0.33853 2.02339
H 6.47215 3.47219 3.76359
H 4.34851 4.92290 2.78386
H 4.22132 6.06094 0.59005
H 2.43174 7.02616 -0.83919
H 0.79341 5.46898 -1.92325
H 1.01035 3.04951 -1.50820
Se -3.37448 -2.75716 1.02925
P -3.32516 -0.97220 -0.24486
C -4.53123 0.07344 0.53094
C -4.29915 0.54918 1.82767
C -5.27544 1.29249 2.46046
C -6.47500 1.56040 1.80882
C -6.70816 1.08099 0.52812
C -5.74033 0.32866 -0.11761
C -3.75841 -1.31755 -1.93893
C -4.25090 -2.55462 -2.34394
C -4.61610 -2.74159 -3.66986
C -4.50183 -1.69645 -4.57491
C -4.02164 -0.45575 -4.16714
C -3.64183 -0.26191 -2.85116
C -1.71543 -0.17372 -0.21465
C -0.40586 -0.60637 -0.37682
N 0.34420 0.50028 -0.23206
N -0.43738 1.54637 -0.01042
N -1.68265 1.16092 0.01648
P 0.47043 -2.12383 -0.78941
Se 2.38355 -2.08496 0.27968
C 0.70919 -2.14971 -2.55987
C -0.31532 -1.68462 -3.38944
C -0.17205 -1.75606 -4.76373
C 0.99015 -2.28218 -5.31436
C 2.01110 -2.73651 -4.49236
C 1.87789 -2.67110 -3.11342
C -0.46581 -3.55283 -0.25518
C -0.32845 -4.05640 1.04044
C -1.03413 -5.18828 1.41332
C -1.87708 -5.81630 0.50454
C -2.01886 -5.31560 -0.78274
C -1.31130 -4.18812 -1.17152
H -3.36070 0.34660 2.32706
H -5.10684 1.66585 3.46036
H -7.23536 2.14625 2.30693
H -7.64592 1.28641 0.03232
H -5.93137 -0.05671 -1.11009
H -4.36101 -3.36112 -1.63091
H -5.00448 -3.69722 -3.99138
H -4.79929 -1.84454 -5.60384
H -3.95452 0.35930 -4.87375
H -3.27146 0.70504 -2.53044
H -1.22187 -1.26374 -2.97438
H -0.96649 -1.40141 -5.40546
H 1.09923 -2.33769 -6.38832
H 2.91147 -3.15045 -4.92365
H 2.67176 -3.04345 -2.47856
H 0.32858 -3.57444 1.75275
H -0.91716 -5.59001 2.40969
H -2.41566 -6.70746 0.79629
H -2.66211 -5.81647 -1.49305
H -1.39782 -3.83056 -2.18880
C 3.02468 1.30346 5.41121
N 2.03521 0.99486 4.37056
C 0.69220 0.56181 4.77804
C 2.37039 0.97101 3.12424
N 2.67014 0.95027 2.00334
H 2.60065 2.04722 6.08271
H 3.92147 1.70533 4.94634
H 3.27149 0.39924 5.96592
H 0.23945 1.34829 5.37786
H 0.76865 -0.35414 5.36142
H 0.08909 0.38519 3.89190

The following is a DFT calculation (wB97M-V/def2-TZVPD) of C27H27BClF4GeOPdS as an isolated structure.

The spin multiplicity is 2. Its energy above the lowest of the compared OMol25 structures with the same formula, charge and spin is 9.5 kcal/mol. The gap between HOMO and LUMO (alpha / beta) comes out at 0.1546 / 0.2099 Ha. The LUMO energy (alpha / beta) is 4.530 / 4.495 eV. The calculation puts the total energy at -4608.00012 hartree. The charge is -2. Its expectation value of S² is 0.778.

Cartesian coordinates (Å):
Pd 1.17844 -0.90253 0.35991
C -0.91306 -0.68873 4.03141
S 0.18544 -0.77203 2.50691
C 0.90024 0.90177 2.83141
O 1.25704 -1.68183 2.93291
H -1.49406 0.22717 4.02381
H -0.28606 -0.75743 4.91291
H -1.56756 -1.54873 3.95571
H 0.11174 1.64457 2.82251
H 1.60704 1.11677 2.02681
H 1.41894 0.86777 3.78401
F -2.08946 -3.51343 -1.62259
B -1.28356 -3.87263 -0.55309
F -0.41376 -2.82103 -0.22569
F -2.07516 -4.17653 0.54941
F -0.54326 -4.99213 -0.91669
C 2.16474 3.91957 -2.99549
C 0.92644 3.53357 -3.48049
C 0.15574 2.62347 -2.77759
C 0.60294 2.06647 -1.58789
C 1.85954 2.45117 -1.12939
C 2.63054 3.37547 -1.80849
Ge -0.34536 0.62487 -0.53889
C -1.80516 0.24197 -1.84469
C -1.54356 -0.62593 -2.89709
C -2.47916 -0.84713 -3.89079
C -3.71056 -0.21493 -3.84149
C -3.99846 0.62717 -2.78129
C -3.05066 0.85077 -1.79859
C -1.41256 1.78907 0.72911
C -1.18786 3.14957 0.91441
C -1.86766 3.87757 1.87601
C -2.80326 3.25547 2.68771
C -3.05866 1.90367 2.50721
C -2.36786 1.18707 1.54641
H 2.77484 4.62007 -3.55669
H 0.56714 3.94117 -4.41939
H -0.80706 2.31737 -3.16599
H 2.24394 1.98147 -0.22619
H 3.60454 3.66707 -1.42939
H -0.59346 -1.14383 -2.91189
H -2.25826 -1.52293 -4.70799
H -4.45076 -0.38643 -4.61759
H -4.96916 1.10927 -2.72209
H -3.28636 1.50807 -0.97119
H -0.45726 3.64167 0.28661
H -1.66846 4.93697 2.00221
H -3.32856 3.81857 3.45191
H -3.79786 1.41367 3.13081
H -2.56626 0.13027 1.41391
Cl 3.78194 -0.36893 1.21531
C 3.56144 -2.08453 1.06391
C 4.00754 -2.92503 2.04951
C 3.71724 -4.28243 1.95491
C 2.91584 -4.73983 0.91181
C 2.47054 -3.89643 -0.07459
C 2.83194 -2.51703 -0.08269
C 2.55634 -1.62773 -1.15509
H 4.55584 -2.53923 2.89921
H 4.08194 -4.96643 2.71031
H 2.63584 -5.78673 0.88431
H 1.82404 -4.26353 -0.85829
H 2.09444 -2.04353 -2.04689
H 3.25574 -0.81093 -1.33689

The following is a DFT calculation (wB97M-V/def2-TZVPD) of one molecule with the formula C13H15N3S2.

Its energy above the lowest of the compared OMol25 structures with the same formula, charge and spin is 289.9 kcal/mol. The gap between HOMO and LUMO comes out at 0.2831 Ha. Its structure (SMILES) is C=CCNC(=S)Nc1sc2c(c1C#N)CCCC2. The LUMO energy is -0.167 eV. The calculation puts the total energy at -1464.55068 hartree. The charge is 0.

Cartesian coordinates (Å):
C 4.61890 3.30923 1.40687
C 4.76473 2.35515 0.54730
C 4.60957 0.90128 0.81989
N 3.61670 0.34702 0.17362
C 2.28207 0.46660 0.67507
S 1.95454 0.69007 2.20972
N 1.59875 -0.24345 -0.16518
C 0.15419 -0.25155 -0.24885
S -0.67159 -0.13149 1.20834
C -2.28872 -0.43458 0.65364
C -1.92842 -0.85382 -0.86398
C -0.63889 -0.73418 -1.23876
C -0.24250 -1.13069 -2.43648
N 0.37273 -1.43054 -3.66455
C -3.11824 -1.46757 -1.53339
C -4.42451 -1.81125 -0.58894
C -4.54561 -0.78105 0.36679
C -3.50431 -0.47884 1.24479
H 4.75124 4.56144 1.07135
H 4.28440 3.18987 2.35566
H 5.25638 2.59465 -0.56468
H 5.75227 0.33867 0.85065
H 4.43225 0.80528 2.04900
H 3.88033 0.17828 -0.98681
H 1.78984 -0.35444 -1.11598
H -3.51573 -0.62842 -2.45135
H -2.76609 -2.38246 -2.21975
H -4.13107 -2.63499 -0.24626
H -5.05631 -2.07631 -1.38852
H -4.69808 0.17283 -0.32106
H -5.44175 -1.06078 0.84402
H -3.50188 -1.29303 1.70810
H -3.64521 0.26908 1.84969

The following is a DFT calculation (wB97M-V/def2-TZVPD) of a 5-piece molecular cluster, CH12O5 overall.

Its energy above the lowest of the compared OMol25 structures with the same formula, charge and spin is 21.6 kcal/mol. The gap between HOMO and LUMO comes out at 0.3970 Ha. Its structure (SMILES) is CO.O.O.O.O. The LUMO energy is 0.502 eV. The calculation puts the total energy at -421.46138 hartree. The charge is 0.

Cartesian coordinates (Å):
C 1.48450 1.44803 2.70698
O 0.56192 2.44961 2.42188
H 2.52413 1.76436 2.84934
H 1.53064 0.55517 2.06022
H 1.30636 0.98758 3.66970
H 0.92785 2.96049 1.68649
O -0.86435 -1.02965 0.38977
H -1.45405 -0.33381 0.04946
H -0.02381 -0.55906 0.43121
O -1.22514 -5.35040 -2.95646
H -0.71436 -5.59688 -2.17887
H -2.10100 -5.70197 -2.76898
O 0.91855 4.28786 -0.21836
H 1.60337 4.69726 -0.75392
H 0.11478 4.77027 -0.43146
O -1.53971 -1.41123 -2.43197
H -1.07146 -1.78216 -1.66991
H -1.97821 -2.15547 -2.85509